42
Properties=species:S:1:pos:R:3:forces:R:3:mulliken_charge:R:1 method="wB97M-V/def2-TZVPD" homo_energy_ev=-15.287 orbital_gap_ev=7.860 charge=+2 de_lowest_kj_mol=158.4 energy_ha=-1513.78575 lumo_ev=-7.43
Hf 0.25797 -0.47286 -0.35315 0.8748 -0.9439 3.2501 1.16
O 0.14311 1.83655 -0.52244 2.3316 1.6113 -0.0772 -0.39
C -0.64251 2.64412 0.38884 -2.3480 -0.3229 0.6805 -0.45
C -0.20094 2.73166 1.86350 0.5508 0.2667 0.4645 -0.97
N 0.15916 1.44634 2.46764 -0.6661 -0.0122 -0.5763 0.16
C -0.97109 0.58038 2.82957 0.3517 -1.0177 1.3108 -0.74
C -0.89312 -0.47495 1.74021 -0.3923 -2.0223 1.1627 1.27
O -0.07809 -1.47118 1.75878 -1.4115 2.7455 -0.8578 -0.50
O -1.56774 -0.28213 0.60528 1.4712 0.3368 0.4030 -0.52
C 1.59531 1.15825 2.64485 -1.1723 0.1511 -0.4691 -0.49
C 2.26601 1.11011 1.24818 2.9552 0.9313 1.1681 0.37
O 1.98959 -0.04369 0.52117 -0.1931 2.0681 -0.4304 -0.50
O 3.10816 1.97027 0.97703 -2.6205 -2.5183 -0.5157 -0.53
H 0.93037 2.44496 -0.74380 -1.1034 -1.6753 0.1854 0.36
H -1.62216 2.06835 0.36993 0.9604 1.1616 0.0758 0.31
H -0.78666 3.67450 0.00913 0.1101 -0.6898 -0.1629 0.52
H -1.13787 3.08201 2.34200 0.6087 0.1587 -0.0123 0.38
H 0.61558 3.49434 2.09003 -0.9667 -0.9851 -0.5538 0.36
H -1.91068 1.13026 2.71611 0.2661 -0.0344 0.0255 0.36
H -0.97983 0.12759 3.90715 0.4358 0.7521 -1.9665 0.37
H 1.71768 0.19509 3.16713 0.0610 0.4774 -0.1417 0.33
H 2.01624 2.01887 3.18689 0.2258 -0.6086 -0.0807 0.41
C -0.38590 0.50902 -2.88407 0.2525 -0.4712 -0.7837 -0.20
C -0.49963 -0.81328 -2.40303 -0.4624 -0.8584 -2.0543 -0.19
C -1.78666 -1.45941 -2.24234 0.6393 -0.9545 -0.0149 -0.33
C -2.95258 -0.82545 -2.64156 1.1847 0.6484 -1.1591 -0.65
C -2.76578 0.51438 -3.06208 -0.0142 0.6524 -0.2869 -0.40
C -1.53749 1.18339 -3.24627 -0.7055 -0.0748 1.9042 -0.64
H 0.61291 0.95172 -2.99296 -0.4078 -0.1216 -0.1785 0.64
H 0.42260 -1.46755 -2.50825 -0.9664 0.4206 0.2552 0.85
H -1.82089 -2.49517 -1.82606 0.1020 0.8481 -0.6453 0.34
H -3.88016 -1.36100 -2.90149 0.3393 0.4006 1.0246 0.48
H -3.61521 1.15280 -3.24498 -0.4601 -0.2770 -0.2622 0.41
H -1.54390 2.27124 -3.37475 0.0548 -0.5697 -0.5822 0.47
S 1.74687 -4.68461 0.92736 1.9088 0.9512 -0.4709 0.00
C 3.06086 -3.52144 0.42226 -0.6691 -1.8494 -0.6742 -0.48
C 2.48896 -2.60779 -0.40521 -0.0013 -1.0018 0.8287 -0.42
N 1.10231 -2.68228 -0.47953 -0.5738 0.1127 -0.5002 -0.21
C 0.62103 -3.80124 0.08421 0.7784 1.3400 0.2089 -0.14
H 4.12549 -3.84851 0.47435 -1.1081 0.5875 0.3050 0.44
H 3.01438 -1.90715 -1.03579 0.0964 0.1967 0.2646 0.43
H -0.41571 -4.07650 0.12616 -0.3166 0.1898 -0.0607 0.35